Record 1
The following is a quantum chemistry calculation of C42H44BrCsF2N5Se2Si as an isolated structure, from the OMol25 dataset.

Computed properties:
- Charge: -1
- E_HOMO: -0.076 Ha
- Frontier orbital gap: 3.43 eV

Each line ends with the Mulliken charge.
Cartesian coordinates (Å):
Cs1 -0.5320 -0.0777 0.1339  1.313
F1 -5.5239 -2.7988 1.4665  -0.371
C1 -4.8628 -2.2746 0.3913  0.382
C2 -4.0283 -1.1868 0.5495  -0.092
C3 -3.3213 -0.6203 -0.5249  -1.024
C4 -3.5253 -1.2373 -1.7817  0.585
C5 -4.3866 -2.3232 -1.9035  0.312
F2 -4.5624 -2.9529 -3.1076  -0.406
C6 -5.0655 -2.8774 -0.8342  -0.718
C7 -2.7618 -0.7581 -2.9674  -0.519
C8 -3.3256 -0.6614 -4.2426  -0.570
C9 -2.5313 -0.2762 -5.3072  -0.502
C10 -1.1926 0.0144 -5.0861  -0.869
C11 -0.7267 -0.0617 -3.7835  -0.863
N1 -1.4823 -0.4287 -2.7519  0.726
H1 -3.9328 -0.7708 1.5544  0.451
H2 -5.7046 -3.7406 -0.9554  0.464
H3 -4.3704 -0.8929 -4.3902  0.471
H4 -2.9491 -0.2120 -6.3055  0.390
H5 -0.5302 0.2876 -5.8964  0.466
H6 0.3067 0.1792 -3.5504  0.730
Br1 -3.8664 5.9318 4.5237  -0.218
C12 -3.0155 4.2704 4.1838  0.051
C13 -2.3167 3.6460 5.2025  -0.689
C14 -1.6605 2.4541 4.9419  -0.554
C15 -1.7125 1.8768 3.6752  -0.159
C16 -2.4281 2.5231 2.6706  -0.124
C17 -3.0844 3.7160 2.9168  -0.626
N2 -1.0130 0.7123 3.3090  0.439
C18 -0.7100 -0.1795 4.1435  -0.536
C19 0.1281 -1.3409 3.7778  0.521
C20 0.4905 -2.2648 4.7480  -0.882
C21 1.2893 -3.3431 4.3962  -0.352
C22 1.6925 -3.4717 3.0805  -1.015
C23 1.2829 -2.4998 2.1732  -0.422
N3 0.5311 -1.4612 2.5096  0.158
H7 -2.2760 4.0926 6.1862  0.402
H8 -1.0741 1.9863 5.7234  0.383
H9 -2.4799 2.0698 1.6880  0.686
H10 -3.6366 4.2118 2.1312  0.478
H11 -1.0776 -0.1585 5.1766  0.392
H12 0.1493 -2.1327 5.7681  0.389
H13 1.5922 -4.0713 5.1376  0.435
H14 2.3111 -4.2975 2.7569  0.444
H15 1.5740 -2.5587 1.1258  0.673
Se1 1.7646 -2.8044 -3.2718  0.050
Se2 3.5219 -3.3234 -1.7988  -0.120
C24 4.0637 -1.5331 -1.3585  0.010
C25 5.3304 -1.1064 -1.7248  -0.626
C26 5.7004 0.1906 -1.3874  -0.474
C27 4.8036 0.9841 -0.7009  -0.454
C28 3.5626 0.4548 -0.3637  -0.176
N4 3.1937 -0.7868 -0.6919  0.169
C29 0.3808 -3.6847 -2.2783  -0.058
C30 -0.2940 -4.7563 -2.8489  -0.641
C31 -1.2961 -5.3693 -2.1102  -0.348
C32 -1.5695 -4.9078 -0.8344  -0.882
C33 -0.8321 -3.8335 -0.3587  0.104
N5 0.1143 -3.2279 -1.0632  0.356
H16 5.9937 -1.7675 -2.2654  0.417
H17 6.6748 0.5709 -1.6697  0.388
H18 5.0472 2.0028 -0.4279  0.418
H19 2.8210 1.0616 0.1480  0.347
H20 -0.0253 -5.0990 -3.8383  0.427
H21 -1.8404 -6.2108 -2.5198  0.387
H22 -2.3398 -5.3553 -0.2219  0.473
H23 -1.0135 -3.4328 0.6333  0.256
C34 -0.7848 3.2822 -0.7527  -0.005
Si1 1.0904 3.6181 -0.9717  0.162
C35 1.5815 4.7138 0.5877  2.132
C36 0.8752 6.0776 0.6330  -1.821
C37 1.1474 3.9131 1.8173  -1.900
C38 3.0894 4.9381 0.6646  -1.768
C39 1.3124 4.5178 -2.7012  2.047
C40 1.0097 3.4722 -3.7766  -1.961
C41 0.3551 5.7027 -2.9150  -1.781
C42 2.7463 5.0023 -2.8953  -1.977
H24 -1.3406 4.1142 -0.2893  0.333
H25 -0.9029 2.4104 -0.1093  -1.361
H26 -1.2589 3.0585 -1.7134  0.324
H27 -0.2111 5.9610 0.5751  0.280
H28 1.1927 6.7164 -0.1941  0.320
H29 1.1011 6.6128 1.5711  0.492
H30 0.0637 3.7635 1.8360  0.173
H31 1.4296 4.4442 2.7393  0.552
H32 1.6245 2.9266 1.8306  0.274
H33 3.4543 5.5472 -0.1642  0.343
H34 3.6219 3.9821 0.6414  0.095
H35 3.3523 5.4548 1.6009  0.481
H36 -0.0283 3.1293 -3.7249  0.340
H37 1.6565 2.5978 -3.6604  0.211
H38 1.1752 3.8986 -4.7778  0.532
H39 -0.6831 5.4046 -2.7412  0.307
H40 0.4233 6.0849 -3.9475  0.491
H41 0.5835 6.5318 -2.2424  0.301
H42 3.4570 4.1834 -2.7429  0.306
H43 3.0000 5.8078 -2.2016  0.342
H44 2.8837 5.3902 -3.9163  0.483

Atoms 1-6, force components in eV/Å:
Cs 0.8 0.1 -0.4
F 0.0 0.0 0.0
C 0.0 0.0 -0.1
C 0.0 0.0 0.1
C -0.5 -0.1 -0.1
C -0.1 -0.1 0.0

Record 2
The following is a quantum chemistry calculation of C52H123F6FeN12O19S2 as an isolated structure, from the OMol25 dataset.

Computed properties:
- Charge: -1
- E_HOMO (alpha / beta): -0.170 / -0.168 Ha
- Multiplicity: 5
- Frontier orbital gap (alpha / beta): 5.87 / 5.80 eV
- <S²>: 6.01

Each line ends with the Löwdin spin population.
Cartesian coordinates (Å):
Fe1 2.7864 1.3001 -1.5477  3.703
C1 0.9755 3.3730 -4.6902  0.003
C2 1.5025 2.7698 -3.4905  0.003
C3 1.8250 3.7576 -2.3270  0.003
O1 2.5279 3.3444 -1.4049  0.054
C4 1.2602 5.1013 -2.4001  0.003
C5 0.5415 5.5045 -3.4318  0.001
C6 0.5531 4.6923 -4.6870  0.000
O2 0.1220 5.1509 -5.8636  0.006
O3 -0.1865 6.5670 -3.2208  0.007
O4 1.7237 1.5671 -3.2946  0.051
H1 1.0911 2.7807 -5.5858  0.000
H2 1.4613 5.6039 -1.4656  0.000
C7 1.3604 -0.5578 1.9302  0.000
F1 0.6548 -0.6120 3.0944  0.000
F2 2.5672 -0.1438 2.1232  0.000
F3 1.3114 -1.7026 1.2901  0.000
S1 0.5294 0.9056 0.8533  0.003
O5 -0.9229 0.8352 1.0493  0.003
O6 1.0963 2.1704 1.3217  -0.001
N1 1.1409 0.5529 -0.7365  0.027
S2 0.0008 -0.4320 -1.3310  0.008
O7 0.4634 -1.1028 -2.5710  0.000
O8 -0.6306 -1.3145 -0.3494  0.006
C8 -1.4702 0.7818 -1.9066  0.002
F4 -0.9553 2.0190 -1.9644  0.000
F5 -1.8646 0.3761 -3.1016  0.001
F6 -2.4749 0.7084 -1.0464  0.000
C9 1.5963 7.4246 0.8305  0.000
C10 2.4806 6.2365 1.0894  0.000
C11 3.7647 6.4924 1.8848  0.000
O9 4.4216 7.6260 1.3347  0.000
C12 5.5663 8.0164 2.0807  0.000
N2 1.6911 5.3488 1.8689  0.000
H3 0.7975 7.2145 0.1193  0.000
H4 2.2145 8.1967 0.3725  0.000
H5 1.0825 7.9001 1.6660  0.000
H6 2.6473 5.7973 0.1058  0.000
H7 4.3807 5.5999 1.7750  0.000
H8 3.5900 6.7293 2.9343  0.000
H9 6.4083 7.4293 1.7139  0.000
H10 5.4308 7.8348 3.1468  0.000
H11 5.7089 9.0808 1.8941  0.000
H12 0.7567 5.2588 1.4962  0.000
H13 2.0112 4.4258 1.6123  0.000
C13 5.9537 0.6800 -4.5135  0.002
C14 4.6654 0.6060 -3.6986  0.001
C15 4.5879 -0.7698 -2.9667  0.001
O10 3.4225 -0.8445 -2.1631  0.030
C16 2.9708 -2.1813 -1.8347  0.003
N3 4.6411 1.6672 -2.7015  0.032
H14 6.0861 -0.0114 -5.3457  0.000
H15 6.7531 0.3953 -3.8294  0.000
H16 6.1218 1.6694 -4.9388  0.000
H17 3.8284 0.7343 -4.3850  0.000
H18 5.4971 -1.0518 -2.4359  0.000
H19 4.4174 -1.4784 -3.7772  0.000
H20 2.6748 -2.8094 -2.6750  0.000
H21 2.1878 -2.2360 -1.0783  0.000
H22 3.7906 -2.7598 -1.4088  0.000
H23 5.5085 1.7325 -2.1882  0.001
H24 4.6187 2.4836 -3.2957  0.002
C17 0.2958 -0.4939 9.2517  0.000
C18 1.4079 -1.5646 9.2853  0.000
C19 2.1526 -1.7557 7.8476  0.000
O11 1.2648 -2.3757 6.9264  0.000
C20 1.7630 -2.6614 5.6517  0.000
N4 2.3480 -1.1408 10.2956  0.000
H25 -0.1765 -0.2862 10.2119  0.000
H26 -0.4288 -0.7273 8.4716  0.000
H27 0.7543 0.4313 8.9026  0.000
H28 1.0123 -2.5581 9.4965  0.000
H29 3.0230 -2.4047 7.9441  0.000
H30 2.5489 -0.8679 7.3547  0.000
H31 2.1221 -1.7423 5.1886  0.000
H32 1.0529 -3.2088 5.0318  0.000
H33 2.6507 -3.2777 5.7936  0.000
H34 1.9472 -0.8707 11.1824  0.000
H35 3.0119 -0.4383 10.0026  0.000
C21 1.0022 -5.4604 -5.9926  0.000
C22 1.1125 -4.2904 -4.9649  0.000
C23 1.6080 -3.0012 -5.5903  0.000
O12 2.9747 -3.1296 -5.9667  0.000
C24 3.5026 -2.0042 -6.6218  0.000
N5 -0.2297 -4.1496 -4.3937  0.000
H36 2.0483 -5.7332 -6.1315  0.000
H37 0.5083 -5.1595 -6.9166  0.000
H38 0.5114 -6.3127 -5.5226  0.000
H39 1.8069 -4.5383 -4.1621  0.000
H40 1.6053 -2.1660 -4.8900  0.000
H41 1.0719 -2.7332 -6.5007  0.000
H42 2.9792 -1.8330 -7.5624  0.000
H43 4.5717 -2.1136 -6.8038  0.000
H44 3.3867 -1.0721 -6.0687  0.000
H45 -0.2223 -3.3934 -3.7242  0.000
H46 -0.4196 -4.9930 -3.8714  0.000
C25 -1.7048 -2.9487 2.7448  0.000
C26 -3.2066 -2.6125 2.7323  0.000
C27 -3.4920 -1.1569 2.2638  0.000
O13 -4.8629 -0.8635 2.4401  0.000
C28 -5.1378 0.4634 2.1053  0.000
N6 -3.8979 -3.6073 1.8916  0.000
H47 -1.5140 -4.0025 2.9478  0.000
H48 -1.2199 -2.3908 3.5459  0.000
H49 -1.1986 -2.7474 1.8007  0.000
H50 -3.4796 -2.6067 3.7875  0.000
H51 -3.1887 -1.0029 1.2283  0.000
H52 -2.8936 -0.5206 2.9159  0.000
H53 -6.2049 0.6417 2.2383  0.000
H54 -4.8621 0.6306 1.0641  0.000
H55 -4.6995 1.1443 2.8349  0.000
H56 -4.8992 -3.5079 1.9796  0.000
H57 -3.6946 -3.4205 0.9201  0.000
C29 -4.9486 0.6243 -3.7804  0.000
C30 -5.8220 1.2733 -4.8372  0.000
C31 -6.6709 0.2987 -5.6903  0.000
O14 -5.8815 -0.6383 -6.3416  0.000
C32 -6.5881 -1.5843 -7.0887  0.000
N7 -6.6828 2.1684 -4.0691  0.000
H58 -5.5769 0.1898 -3.0029  0.000
H59 -4.2396 1.2753 -3.2689  0.000
H60 -4.5292 -0.2598 -4.2607  0.000
H61 -5.2745 1.8367 -5.5928  0.000
H62 -7.1692 0.9674 -6.3922  0.000
H63 -7.4680 -0.1676 -5.1113  0.000
H64 -7.0896 -2.4156 -6.5931  0.000
H65 -5.9090 -2.1168 -7.7546  0.000
H66 -7.2920 -1.1503 -7.7988  0.000
H67 -7.4500 2.5218 -4.6229  0.000
H68 -6.2753 3.0581 -3.8188  0.000
C33 -1.5457 -7.7359 3.1542  0.000
C34 -0.6681 -7.8254 1.9398  0.000
C35 0.8328 -7.3417 2.2181  0.000
O15 0.8346 -5.9535 2.5319  0.000
C36 2.0230 -5.2515 2.4864  0.000
N8 -0.7046 -9.1029 1.2989  0.000
H69 -0.9704 -8.1373 3.9885  0.000
H70 -2.4795 -8.2919 3.0702  0.000
H71 -1.7067 -6.7072 3.4768  0.000
H72 -0.9939 -7.0762 1.2183  0.000
H73 1.4433 -7.5016 1.3293  0.000
H74 1.3476 -8.0072 2.9111  0.000
H75 1.9308 -4.1907 2.7196  0.000
H76 2.4170 -5.2831 1.4705  0.000
H77 2.7651 -5.6605 3.1719  0.000
H78 -1.6629 -9.2422 1.0118  0.000
H79 -0.6676 -9.7850 2.0429  0.000
C37 4.4539 2.5489 1.8599  0.000
C38 4.9735 2.0538 0.5175  0.003
C39 6.4669 1.7347 0.4849  0.001
O16 6.8450 1.5407 -0.8729  0.000
C40 8.2703 1.3434 -0.9635  0.000
N9 4.1978 0.8427 0.0869  0.032
H80 3.3734 2.4187 1.9210  0.000
H81 4.7067 3.5723 2.1372  0.000
H82 4.7258 1.9547 2.7323  0.000
H83 4.7568 2.7942 -0.2526  0.000
H84 6.6863 0.8654 1.1047  0.000
H85 7.0319 2.6040 0.8212  0.000
H86 8.6471 0.6348 -0.2260  0.000
H87 8.7641 2.3005 -0.7952  0.000
H88 8.4099 0.9973 -1.9876  0.000
H89 4.8959 0.2291 -0.3084  0.002
H90 3.9619 0.3901 0.9585  0.002
C41 -3.6978 -3.5678 -5.2873  0.000
C42 -2.8629 -2.8076 -6.2589  0.000
C43 -2.0511 -1.5484 -5.5672  0.000
O17 -1.0662 -1.1401 -6.4699  0.000
C44 -0.2453 -0.1408 -5.8918  0.000
N10 -1.7810 -3.6530 -6.7731  0.000
H91 -4.4129 -4.1827 -5.8338  0.000
H92 -4.1982 -2.9404 -4.5497  0.000
H93 -3.1316 -4.2798 -4.6867  0.000
H94 -3.4334 -2.4681 -7.1234  0.000
H95 -1.5527 -1.9164 -4.6703  0.000
H96 -2.7714 -0.7690 -5.3184  0.000
H97 -0.7468 0.8208 -5.7823  0.000
H98 0.4495 0.0748 -6.7035  0.000
H99 0.2471 -0.4050 -4.9560  0.000
H100 -1.1386 -3.8924 -6.0314  0.000
H101 -1.2897 -2.8638 -7.1681  0.000
C45 -2.2485 3.8299 1.9989  0.000
C46 -1.9524 4.0856 0.4717  0.000
C47 -3.0161 5.0536 -0.0978  0.000
O18 -4.3335 4.5674 0.0353  0.000
C48 -4.6541 3.2580 -0.4879  0.000
N11 -0.6637 4.6374 0.3663  0.000
H102 -1.6297 3.0659 2.4694  0.000
H103 -3.2934 3.5492 2.1309  0.000
H104 -2.1794 4.7526 2.5751  0.000
H105 -1.9438 3.1379 -0.0666  0.000
H106 -2.8265 5.2097 -1.1597  0.000
H107 -2.9028 5.9971 0.4361  0.000
H108 -4.2582 2.4876 0.1739  0.000
H109 -4.2780 3.1033 -1.4992  0.000
H110 -5.7428 3.3023 -0.4580  0.000
H111 0.0334 3.9423 0.5924  0.000
H112 -0.4886 4.9724 -0.5702  0.000
C49 -5.5037 -0.0895 8.5314  0.000
C50 -4.0422 0.3654 8.3898  0.000
C51 -3.5758 -0.0047 6.9976  0.000
O19 -2.2605 0.5165 6.7312  0.000
C52 -1.7417 -0.0248 5.5684  0.000
N12 -4.0290 1.7852 8.4694  0.000
H113 -6.0992 0.2863 7.6994  0.000
H114 -6.0476 0.2506 9.4126  0.000
H115 -5.5397 -1.1764 8.6050  0.000
H116 -3.4348 0.0056 9.2203  0.000
H117 -4.2573 0.4097 6.2547  0.000
H118 -3.6060 -1.0764 6.8006  0.000
H119 -2.1382 0.4713 4.6825  0.000
H120 -1.7716 -1.1044 5.4211  0.000
H121 -0.7117 0.3179 5.4694  0.000
H122 -3.0459 2.0120 8.5168  0.000
H123 -4.3042 2.2698 7.6271  0.000

Atoms 1-6, force components in eV/Å:
Fe 0.7 0.3 -0.5
C 2.1 -2.6 2.9
C -1.6 4.0 -1.7
C -2.8 3.1 -3.2
O 1.4 -1.4 2.2
C 4.6 -5.4 3.8

Number 2 is which compound?
C52H123F6FeN12O19S2

Which value of charge does entry 1 give?
-1